Record 1
ORCA calculation (the ωB97M-V functional and the def2-TZVPD basis) on a 2-piece molecular cluster, HN2O5S overall in a non-equilibrium geometry.

```
! RIJCOSX wB97M-V def2-TZVPD def2/J DEFGRID3
* xyz -1 3
O -0.054 2.194 0.078
O 0.340 -0.202 -0.431
O -1.222 0.488 1.245
S -0.786 0.998 -0.045
O -1.710 1.000 -1.207
O -4.004 0.558 0.377
N -3.375 -0.385 0.196
N -2.925 -1.391 0.135
H 0.277 -0.572 0.373
*
```

Properties
HOMO energy (spin up / spin down)	-1.8 / -5.5	eV
ΔE to the lowest compared entry with this formula, charge and spin	48.52	kcal per mole
<S²>	2.006
M	141.1	g mol⁻¹



Record 2
ORCA calculation (the ωB97M-V functional and the def2-TZVPD basis) on an isolated ion of composition C18H14NO4 and charge +1 in a non-equilibrium geometry.

```
! RIJCOSX wB97M-V def2-TZVPD def2/J DEFGRID3
* xyz 1 1
C 0.127 -2.118 4.335
C -1.086 1.214 -1.101
C 0.902 1.516 -4.295
H -2.418 2.832 -0.463
H 3.667 -0.136 -4.595
H 2.100 -2.783 3.843
O -2.127 -1.502 4.645
C 1.243 -1.626 2.229
N -1.012 0.543 0.104
O 2.993 0.537 -4.860
O 0.752 2.112 -5.548
H 0.913 -3.264 5.768
C -0.094 1.044 -2.098
C 1.137 -0.308 -0.438
C 1.046 0.277 -1.737
H 2.078 -0.798 -0.165
H 2.160 -1.788 1.675
C -0.134 1.683 -3.366
H -2.922 0.156 2.906
C -0.977 -0.762 2.619
H -3.206 1.607 -1.488
C -2.048 0.018 2.227
C 0.134 -0.896 1.754
H -2.075 2.805 -2.196
C -1.016 -1.430 3.866
H -1.855 -2.083 5.358
H -0.980 2.206 -3.766
H -2.939 1.187 0.761
C 0.069 -0.212 0.474
C 1.254 -2.219 3.504
C 1.990 0.713 -3.928
H 1.501 1.842 -6.161
O 0.064 -2.750 5.558
C -2.287 2.165 -1.331
H 2.963 -0.526 -2.429
C -2.033 0.667 1.007
C 2.112 0.077 -2.669
*
```

Properties
HOMO energy	-11.1	eV
SMILES string	Cc1c2cc(O)c(O)cc2cc2c3ccc(O)c(O)c3cc[n+]12
M	308.3	g mol⁻¹



Record 3
ORCA calculation (the ωB97M-V functional and the def2-TZVPD basis) on C12H18F9Ni2O9 as an isolated structure in a non-equilibrium geometry.

```
! RIJCOSX wB97M-V def2-TZVPD def2/J DEFGRID3
* xyz 1 5
H -5.838 -1.306 -2.545
H 4.744 1.513 1.547
O 0.926 -0.997 0.376
H -2.584 2.201 -0.373
F -0.162 -1.954 -3.825
H -5.231 0.120 -3.347
C -5.240 -0.411 -2.391
H 1.748 -0.542 3.470
C 2.815 1.922 0.682
H 4.769 2.414 0.035
F -0.593 4.198 -1.281
F 2.349 -2.879 -1.360
H 2.673 0.921 0.274
C -3.877 -0.479 -1.730
C 0.659 3.936 -1.619
F 0.680 3.585 -2.903
C -1.754 -1.331 -2.235
Ni -0.757 0.269 0.226
O -1.216 -0.380 -1.720
H -3.400 0.489 -1.832
C 4.246 2.300 0.988
Ni -2.345 0.918 2.265
H -4.023 -0.716 -0.679
O -2.163 -0.810 1.261
F 3.470 -1.144 -0.803
H -0.157 -2.035 2.340
H -5.825 0.269 -1.764
F -0.235 -3.087 -1.978
O -3.041 -1.507 -2.288
H 0.367 -0.979 4.370
O 1.795 -2.526 1.742
C 0.800 -2.365 2.748
C 1.749 -1.838 0.649
H 1.872 -1.911 4.579
F 1.398 5.022 -1.460
H 4.259 3.283 1.452
F -1.780 -3.336 -3.485
C 2.880 -2.240 -0.335
O -0.406 1.015 2.116
F 3.779 -2.984 0.254
H 2.177 1.888 1.573
C 1.164 2.755 -0.786
H -2.366 -1.691 1.555
H 0.270 1.319 2.705
O -2.235 1.651 0.315
C 1.223 -1.418 3.859
H 0.572 -3.339 3.176
O 0.519 1.739 -0.749
O 2.294 2.951 -0.169
C -0.968 -2.472 -2.900
*
```

Properties
HOMO energy (spin up / spin down)	-13.3 / -13.1	eV
ΔE to the lowest compared entry with this formula, charge and spin	13.32	kcal per mole
<S²>	6.007
M	594.6	g mol⁻¹



Record 4
ORCA calculation (the ωB97M-V functional and the def2-TZVPD basis) on a 2-piece molecular cluster, C3H10O overall in a non-equilibrium geometry.

```
! RIJCOSX wB97M-V def2-TZVPD def2/J DEFGRID3
* xyz 0 1
O -4.192 -0.706 -0.280
H -0.094 -1.448 1.125
H -4.276 -0.749 -1.259
H -3.596 0.060 -0.116
H 1.373 1.970 -0.335
H 0.395 -0.288 -1.242
C 1.036 -0.300 -0.340
H 1.717 -1.169 -0.422
H 2.487 0.885 0.555
C 1.918 1.012 -0.382
H 2.630 1.053 -1.223
C 0.278 -0.415 1.018
H 0.910 -0.176 1.889
H -0.586 0.270 1.011
*
```

Properties
HOMO energy	-11.4	eV
ΔE to the lowest compared entry with this formula, charge and spin	5.28	kcal per mole
SMILES string	CCC.O
M	62.1	g mol⁻¹



Among the records above, which one has the lowest M? C3H10O